## a
The ion C2H5N2O2S with charge +1. Source: OMol25; level of theory: wB97M-V/def2-TZVPD.

Output
Molecular weight   121.141 g/mol
Frontier orbital gap   10.7 eV
LUMO energy   -4.385 eV
Net charge   +1

Structure (XYZ):
```
12
C2H5N2O2S | OMol25 | wB97M-V/def2-TZVPD
C -1.309 -0.406 0.054
C -0.213 -0.141 0.397
N 2.311 1.415 0.360
N -2.656 -0.729 -0.209
O 1.693 -0.203 -1.469
O 2.222 -1.027 0.818
S 1.697 -0.049 -0.057
H 2.641 1.398 1.354
H 2.388 2.403 -0.079
H -2.699 -0.927 -1.251
H -3.410 -0.051 -0.010
H -2.665 -1.682 0.091
```


## b
The ion C2H5N2O2S with charge +1. Source: OMol25; level of theory: wB97M-V/def2-TZVPD.

Output
Molecular weight   121.141 g/mol
Frontier orbital gap   7.4 eV
LUMO energy   -5.663 eV
Net charge   +1

Structure (XYZ):
```
12
C2H5N2O2S | OMol25 | wB97M-V/def2-TZVPD
C -0.805 -1.227 -0.312
C 0.152 1.413 0.912
N 0.388 -1.658 -0.346
N -1.147 0.088 -0.534
O 1.425 -0.989 -0.575
O -0.203 1.108 -0.277
S 1.444 2.392 1.160
H -1.583 -1.830 -0.116
H -0.497 1.034 1.669
H 0.555 -2.658 0.011
H -1.590 0.160 -1.493
H 1.861 2.166 -0.100
```


Of them, a has the highest stability.


## a
The ion C5H11N4O with charge +1. Source: OMol25; level of theory: wB97M-V/def2-TZVPD.

Output
Molecular weight   143.170 g/mol
Frontier orbital gap   8.6 eV
LUMO energy   -4.415 eV
Net charge   +1

Structure (XYZ):
```
21
C5H11N4O | OMol25 | wB97M-V/def2-TZVPD
C 0.715 1.366 0.691
C -0.429 0.686 0.507
C 1.888 1.403 -0.189
C -1.369 -1.321 -0.264
C -2.455 -2.633 1.263
N -0.824 -0.174 -0.560
N 2.103 0.641 -1.217
N 2.699 2.372 0.166
N -0.372 0.020 -1.911
O -1.623 -1.503 1.043
H 0.850 1.998 1.497
H -1.211 0.657 1.300
H -1.565 -2.096 -0.975
H -3.078 -2.628 0.379
H -2.797 -2.590 2.291
H -1.821 -3.444 1.309
H 2.885 0.980 -1.700
H 2.693 3.033 0.946
H 3.618 2.257 -0.337
H -0.658 0.958 -2.303
H 0.750 0.019 -1.934
```


## b
The ion C5H11N4O with charge +1. Source: OMol25; level of theory: wB97M-V/def2-TZVPD.

Output
Molecular weight   143.170 g/mol
Frontier orbital gap   10.7 eV
LUMO energy   -3.623 eV
Net charge   +1

Structure (XYZ):
```
21
C5H11N4O | OMol25 | wB97M-V/def2-TZVPD
C -2.528 0.043 1.569
C -0.242 -2.010 -0.495
C -0.884 -0.638 -0.450
C 0.952 0.167 1.072
C 0.576 1.192 -1.092
N -1.009 -2.835 0.450
N -1.782 -2.236 1.180
N -1.826 -0.987 1.024
N -0.081 0.481 0.012
O -2.283 1.186 1.338
H -3.335 -0.351 2.219
H -0.195 -2.479 -1.507
H 0.751 -1.839 -0.069
H -1.549 -0.292 -1.190
H 0.267 0.164 1.902
H 1.561 -0.728 0.864
H 1.653 1.088 1.238
H -0.105 1.842 -1.778
H 1.280 1.961 -0.665
H 1.108 0.356 -1.647
H -0.853 1.137 0.453
```


Of them, a has the highest stability.


## a
The molecule C8H12O. Source: OMol25; level of theory: wB97M-V/def2-TZVPD.

Output
Molecular weight   124.183 g/mol
Frontier orbital gap   10.5 eV
LUMO energy   0.260 eV

Structure (XYZ):
```
21
C8H12O | OMol25 | wB97M-V/def2-TZVPD
O -1.609 2.039 3.258
C -1.415 0.159 1.840
C -0.892 -0.533 0.974
C -2.034 0.955 2.884
C 1.697 0.460 -0.062
C -0.597 -2.982 -1.892
C 0.839 -0.563 -0.844
C -1.192 -2.198 -0.759
C -0.128 -1.391 0.044
H -2.992 0.661 3.286
H 1.097 1.279 0.344
H 2.175 -0.028 0.762
H 2.467 0.893 -0.698
H -0.364 -2.260 -2.704
H -1.266 -3.759 -2.263
H 0.315 -3.445 -1.564
H 0.297 -0.025 -1.636
H 1.475 -1.282 -1.339
H -1.928 -1.481 -1.180
H -1.701 -2.908 -0.101
H 0.446 -2.069 0.717
```


## b
The molecule C8H12O. Source: OMol25; level of theory: wB97M-V/def2-TZVPD.

Output
Molecular weight   124.183 g/mol
Frontier orbital gap   9.8 eV
LUMO energy   0.745 eV

Structure (XYZ):
```
21
C8H12O | OMol25 | wB97M-V/def2-TZVPD
C -1.136 0.188 -0.314
C 0.359 0.639 -0.363
C -1.996 1.384 0.120
C -1.499 -1.020 0.548
C 1.504 -0.202 0.175
C 1.524 -0.800 1.377
O -1.554 -0.134 -1.654
C 2.725 -0.226 -0.575
C 3.771 -0.195 -1.161
H -1.058 -0.922 -1.935
H 0.460 1.618 0.126
H 0.585 0.842 -1.422
H -0.905 -1.899 0.277
H -1.770 1.682 1.150
H -1.826 2.246 -0.535
H -3.065 1.151 0.054
H -1.389 -0.816 1.616
H -2.545 -1.308 0.381
H 2.404 -1.335 1.726
H 0.697 -0.751 2.072
H 4.712 -0.143 -1.660
```


Of them, a has the highest stability.


## a
A structure of composition C2H8N3O2. Source: OMol25; level of theory: wB97M-V/def2-TZVPD.

Output
Molecular weight   106.105 g/mol
Frontier orbital gap   9.6 eV
LUMO energy   -3.496 eV
Net charge   +1

Structure (XYZ):
```
15
C2H8N3O2 | OMol25 | wB97M-V/def2-TZVPD
C 0.176 0.173 -0.472
C -0.500 -0.500 0.417
N 1.993 -0.492 -0.293
N 0.002 1.185 -1.336
N -2.053 -0.104 0.605
O 2.124 -1.774 0.157
O -0.215 -1.471 1.198
H 2.228 0.160 0.496
H 0.525 1.164 -2.233
H 2.350 -2.374 -0.578
H 0.339 2.109 -1.119
H -2.636 -0.780 0.123
H -1.941 0.879 0.157
H -2.299 -0.091 1.628
H 0.698 -1.985 0.994
```


## b
The ion C2H8N3O2 with charge +1. Source: OMol25; level of theory: wB97M-V/def2-TZVPD.

Output
Molecular weight   106.105 g/mol
Frontier orbital gap   8.3 eV
LUMO energy   -3.669 eV
Net charge   +1

Structure (XYZ):
```
15
C2H8N3O2 | OMol25 | wB97M-V/def2-TZVPD
C -0.596 -0.002 -0.130
C 0.694 0.474 0.174
N -1.620 0.896 -0.272
N -0.941 -1.296 -0.135
N 2.043 -0.229 -0.150
O -2.924 0.454 0.064
O 0.781 1.831 0.100
H -1.450 1.818 0.056
H -0.192 -1.960 -0.292
H -3.547 1.152 -0.137
H -2.013 -1.399 -0.063
H 2.026 -0.584 -1.121
H 2.510 -0.905 0.545
H 2.569 0.650 -0.291
H 0.809 2.282 1.049
```


## c
A structure of composition C2H8N3O2. Source: OMol25; level of theory: wB97M-V/def2-TZVPD.

Output
Molecular weight   106.105 g/mol
Frontier orbital gap   10.4 eV
LUMO energy   -4.064 eV
Net charge   +1

Structure (XYZ):
```
15
C2H8N3O2 | OMol25 | wB97M-V/def2-TZVPD
C 0.289 -0.046 -0.035
C -1.890 -0.090 -1.168
N 1.375 -0.307 1.562
N -0.965 -0.393 -0.090
N 0.978 0.652 -0.835
O 2.384 0.596 1.296
O -1.583 -1.147 0.872
H -1.552 0.839 -1.815
H -1.788 -0.869 -1.864
H -2.923 -0.150 -0.808
H 1.820 -1.176 1.368
H 1.991 0.941 -0.399
H 0.851 0.803 -1.755
H 2.327 1.286 1.910
H -1.313 -0.941 1.760
```


## d
The ion C2H8N3O2 with charge +1. Source: OMol25; level of theory: wB97M-V/def2-TZVPD.

Output
Molecular weight   106.105 g/mol
Frontier orbital gap   10.3 eV
LUMO energy   -5.128 eV
Net charge   +1

Structure (XYZ):
```
15
C2H8N3O2 | OMol25 | wB97M-V/def2-TZVPD
C 2.292 0.526 -0.074
C 1.065 -0.473 -0.367
N -3.240 -0.535 0.656
N -1.025 -0.769 0.773
N -2.086 0.005 0.534
O -1.953 1.154 0.260
O 0.203 -0.173 0.712
H 2.699 0.456 0.987
H 3.019 0.674 -0.732
H 1.640 1.413 -0.024
H 1.436 -1.538 -0.268
H 0.756 -0.144 -1.387
H -3.478 -1.479 0.752
H -3.923 0.212 0.549
H -1.010 -1.768 1.047
```


Of them, b has the highest stability.


## a
The ion C10H18N3O with charge +1. Source: OMol25; level of theory: wB97M-V/def2-TZVPD.

Output
Molecular weight   196.274 g/mol
Frontier orbital gap   9.0 eV
LUMO energy   -2.921 eV
Net charge   +1

Structure (XYZ):
```
32
C10H18N3O | OMol25 | wB97M-V/def2-TZVPD
C -1.797 0.406 -2.391
C -2.035 0.855 -1.188
C -1.024 -0.738 -2.974
C -1.693 0.148 0.131
C 0.321 -1.358 2.710
C -1.144 -2.024 -2.701
C -0.531 -0.102 0.744
C 0.514 2.491 -0.109
C 2.469 1.204 -0.803
C 1.001 1.182 -0.628
N -0.025 -1.879 3.869
N 1.564 -1.473 2.275
N -0.597 -0.679 2.059
O 0.760 0.191 0.370
H -2.168 0.896 -3.301
H -2.858 1.557 -0.892
H -0.341 -0.454 -3.872
H -2.553 -0.048 0.736
H -0.490 -2.594 -3.198
H -1.493 -2.487 -1.799
H 0.400 2.647 1.042
H 1.144 3.257 -0.710
H -0.597 2.501 -0.317
H 2.879 0.305 -1.302
H 3.083 1.229 0.183
H 3.017 2.092 -1.346
H 0.428 0.852 -1.480
H 0.312 -2.741 4.068
H -1.036 -1.876 4.035
H 2.238 -1.938 2.861
H 1.796 -0.882 1.516
H -1.542 -0.539 2.413
```


## b
A cluster of 2 separate species, C10H18N3O in total. Source: OMol25; level of theory: wB97M-V/def2-TZVPD.

Output
Molecular weight   196.274 g/mol
Frontier orbital gap   7.3 eV
LUMO energy   -3.784 eV
Net charge   +1

Structure (XYZ):
```
32
C10H18N3O | OMol25 | wB97M-V/def2-TZVPD
C 3.777 3.577 -1.083
C 0.205 1.348 -0.634
C 1.109 0.966 -1.601
C 0.398 2.451 0.274
C 2.301 1.678 -1.752
C 1.481 3.231 -0.110
C 2.534 2.781 -0.894
O -0.753 0.423 -0.277
H -1.693 0.654 -0.722
H 1.004 0.016 -2.191
H -0.117 2.649 1.218
H 3.052 1.318 -2.552
H 1.628 4.334 0.303
H 3.525 4.471 -0.678
H 4.088 3.609 -2.097
H 4.574 3.075 -0.655
C -2.988 -2.049 0.430
C -2.738 -1.122 -0.780
C -0.941 -2.922 1.657
N -2.034 -2.009 1.560
N 0.129 -3.164 0.731
N -0.864 -3.366 2.909
H -3.926 -1.582 0.897
H -3.356 -3.104 0.245
H -1.559 -1.036 -1.065
H -3.083 -0.121 -0.777
H -1.639 -1.054 1.506
H 0.019 -2.758 -0.206
H 0.666 -3.960 0.936
H -1.552 -3.031 3.608
H -0.014 -3.724 3.377
H -3.234 -1.582 -1.578
```


Of them, b has the highest stability.


## a
The molecule C3H4O3S. Source: OMol25; level of theory: wB97M-V/def2-TZVPD.

Output
Molecular weight   120.129 g/mol
Frontier orbital gap   9.9 eV
LUMO energy   0.130 eV

Structure (XYZ):
```
11
C3H4O3S | OMol25 | wB97M-V/def2-TZVPD
C 2.111 0.565 -0.358
C -0.223 -0.825 0.688
C -1.912 0.347 -0.554
H 3.322 0.552 -0.609
H -0.114 -2.040 1.008
H -0.123 -0.191 1.661
H -2.898 0.197 -1.080
O 1.503 1.548 0.277
O -1.385 -0.764 -0.062
O -1.420 1.473 -0.357
S 1.139 -0.862 -0.615
```


## b
The molecule C3H4O3S. Source: OMol25; level of theory: wB97M-V/def2-TZVPD.

Output
Molecular weight   120.129 g/mol
Frontier orbital gap   10.5 eV
LUMO energy   0.633 eV

Structure (XYZ):
```
11
C3H4O3S | OMol25 | wB97M-V/def2-TZVPD
C -0.199 0.202 0.217
C -1.400 0.244 -0.341
C 0.638 0.365 1.362
O 0.632 -2.016 -1.480
O 1.109 0.360 -2.001
O -1.377 -0.401 -1.588
S 0.342 -0.618 -1.334
H -2.356 0.752 0.030
H 1.662 0.415 1.031
H 0.729 -0.546 2.141
H 0.220 1.242 1.963
```


Of them, a has the highest stability.